A molecular structure, C46H42BBaN14O2S4, computed with wB97M-V/def2-TZVPD.

Structure (ORCA input):
```
! wB97M-V def2-TZVPD RIJCOSX def2/J DEFGRID3
* xyz -2 2
Ba 0.25 -0.22 0.65
C -2.01 1.03 4.01
C -2.20 -0.43 3.75
C -3.29 -1.22 4.13
C -2.97 -2.49 3.70
N -1.76 -2.44 3.12
N -1.28 -1.18 3.13
B -0.97 -3.58 2.46
N -1.45 -3.81 1.02
C -2.59 -4.47 0.71
C -2.69 -4.53 -0.65
C -1.55 -3.84 -1.12
C -1.12 -3.67 -2.53
N -0.82 -3.40 -0.10
N 0.55 -3.33 2.55
C 1.35 -3.86 3.50
C 2.62 -3.34 3.32
C 2.49 -2.48 2.22
C 3.54 -1.65 1.55
N 1.24 -2.48 1.78
N -1.23 -4.92 3.22
C -0.85 -6.12 2.75
C -1.10 -7.06 3.72
C -1.65 -6.31 4.78
C -2.12 -6.80 6.12
N -1.71 -5.03 4.47
H -2.30 1.27 5.04
H -0.98 1.31 3.86
H -2.63 1.63 3.34
H -4.18 -0.91 4.65
H -3.49 -3.42 3.80
H -3.23 -4.87 1.48
H -3.46 -4.99 -1.24
H -0.91 -4.65 -2.99
H -1.89 -3.18 -3.12
H -0.21 -3.08 -2.58
H 0.97 -4.56 4.22
H 3.50 -3.56 3.90
H 4.52 -1.85 1.99
H 3.59 -1.87 0.49
H 3.35 -0.58 1.67
H -0.43 -6.22 1.76
H -0.92 -8.12 3.68
H -1.95 -7.87 6.21
H -1.60 -6.29 6.93
H -3.19 -6.61 6.24
S -3.48 -0.76 0.10
C -2.88 -0.46 -1.46
N -1.64 -0.57 -1.85
C -1.48 -0.33 -3.22
C -0.30 -0.47 -3.95
C -0.29 -0.19 -5.31
C -1.44 0.21 -5.97
C -2.63 0.33 -5.27
C -2.64 0.04 -3.91
S -3.96 0.04 -2.79
H 0.60 -0.79 -3.44
H 0.63 -0.30 -5.87
H -1.41 0.43 -7.03
H -3.54 0.63 -5.78
S 2.50 1.44 5.19
C 1.80 0.99 3.81
N 1.30 0.66 2.82
C -2.71 6.14 2.31
C -2.17 4.81 1.85
C -0.83 4.47 2.04
C -0.38 3.23 1.62
N -1.17 2.33 1.04
C -2.45 2.65 0.85
C -2.98 3.87 1.23
H -1.92 6.87 2.43
H -3.21 6.02 3.27
H -3.44 6.53 1.60
H -0.14 5.16 2.51
H 0.65 2.95 1.76
H -3.06 1.89 0.37
H -4.03 4.08 1.05
S 2.47 -2.39 -2.00
C 4.06 -2.18 -2.45
N 5.17 -2.04 -2.76
O 3.47 2.79 1.34
C 2.88 2.70 0.26
N 3.00 3.66 -0.76
C 2.36 3.16 -1.97
C 1.59 1.96 -1.36
O 0.73 1.34 -1.96
N 2.00 1.74 -0.10
C 1.34 4.11 -2.57
C 0.71 3.75 -3.77
C -0.28 4.55 -4.30
C -0.67 5.71 -3.65
C -0.05 6.07 -2.46
C 0.94 5.26 -1.92
C 3.38 2.66 -2.98
C 3.71 1.32 -3.07
C 4.71 0.90 -3.94
C 5.38 1.83 -4.72
C 5.06 3.18 -4.64
C 4.06 3.59 -3.77
H 3.90 4.11 -0.82
H 0.99 2.83 -4.26
H -0.78 4.25 -5.21
H -1.45 6.34 -4.06
H -0.35 6.97 -1.93
H 1.41 5.52 -0.98
H 3.20 0.57 -2.48
H 4.96 -0.15 -3.98
H 6.16 1.50 -5.40
H 5.58 3.91 -5.25
H 3.79 4.64 -3.71
*
```

HOMO-LUMO gap (alpha / beta), eV: 5.6 / 2.1
⟨S²⟩: 0.769
Largest force on an atom, eV Å⁻¹: 3.3
Relative energy (zero: lowest compared OMol25 entry of this formula, charge and spin), kcal per mole: 18.6
Energy, eV: -118061.697